A structure of composition C6H10N2. Source: the OMol25 dataset; level of theory: wB97M-V/def2-TZVPD.

As for the HOMO energy: -8.5 eV. As for the molecular weight: 110.160 u. The value obtained for the frontier orbital gap is 9.58 eV. As for the energy: -9361.2958 eV.

Atoms and positions in Å:
C (-1.27, 1.15, 1.65)
C (-0.39, 0.32, -0.39)
C (-0.03, -0.81, -1.44)
C (1.16, 0.36, -0.43)
C (1.52, -1.03, 0.12)
C (0.68, -1.79, -0.52)
H (-0.30, 1.62, 2.00)
H (-1.89, 1.93, 1.21)
H (-1.74, 0.86, 2.59)
H (-1.11, -0.87, 1.25)
H (-0.77, 1.20, -0.90)
H (-0.81, -1.14, -2.13)
H (0.74, 0.87, -2.36)
H (1.65, 1.28, -0.08)
H (2.24, -1.25, 0.94)
H (0.42, -2.82, -0.32)
N (-1.18, 0.05, 0.73)
N (1.10, 0.05, -1.90)

***

A cluster of 2 separate species, Cl4H2Si2 in total. Source: the OMol25 dataset; level of theory: wB97M-V/def2-TZVPD.

As for the HOMO energy: -9.8 eV. As for the molecular weight: 200.000 u. The value obtained for the frontier orbital gap is 8.00 eV. As for the energy: -65880.4156 eV.

Atoms and positions in Å:
Si (0.21, -1.05, -0.07)
Si (0.16, 1.17, -0.76)
Cl (-1.09, 0.60, 2.10)
Cl (1.91, -1.89, 0.50)
Cl (1.32, 1.25, -2.45)
Cl (-1.69, 1.69, -1.28)
H (-0.84, -2.06, -0.15)
H (0.77, 2.10, 0.18)

***

A structure of composition C3H6O3Sr. Source: the OMol25 dataset; level of theory: wB97M-V/def2-TZVPD.

As for the expectation value of S²: 0.75. The net charge is +1. As for the HOMO energy (alpha / beta): -9.5 / -15.1 eV. As for the molecular weight: 177.698 u. The multiplicity is 2. The value obtained for the frontier orbital gap (alpha / beta) is 6.06 / 10.83 eV. As for the energy: -10177.7983 eV.

Atoms and positions in Å:
H (-0.79, 1.04, 2.90)
O (-0.43, 1.67, 1.94)
Sr (-0.09, -2.20, 2.89)
O (-0.69, 0.33, -0.03)
C (-0.74, 0.67, 1.21)
O (-1.24, -0.20, 1.99)
C (0.51, 0.39, -0.84)
C (0.39, -0.65, -1.93)
H (0.54, 1.41, -1.23)
H (1.41, 0.27, -0.23)
H (-0.65, -0.80, -2.24)
H (0.97, -0.31, -2.80)
H (0.81, -1.61, -1.61)

***

A structure of composition C24H28INO2PtS4. Source: the OMol25 dataset; level of theory: wB97M-V/def2-TZVPD.

As for the expectation value of S²: 2.01. As for the HOMO energy (alpha / beta): -6.4 / -7.1 eV. As for the molecular weight: 812.743 u. The multiplicity is 3. The value obtained for the frontier orbital gap (alpha / beta) is 6.21 / 6.77 eV. As for the energy: -85612.3576 eV.

Atoms and positions in Å:
Pt (-1.36, 1.52, -0.02)
C (-2.59, -1.45, 1.76)
N (-1.25, -1.84, 2.29)
C (-0.68, -2.99, 1.54)
C (-0.27, -0.67, 2.28)
C (-0.92, 0.53, 2.89)
C (-0.97, 0.65, 4.28)
C (-1.66, 1.69, 4.87)
C (-2.30, 2.61, 4.06)
C (-2.24, 2.51, 2.68)
C (-1.54, 1.47, 2.05)
H (-3.17, -2.35, 1.62)
H (-2.45, -0.90, 0.83)
H (-3.07, -0.79, 2.49)
H (-1.38, -2.11, 3.27)
H (-0.56, -2.67, 0.51)
H (-1.36, -3.83, 1.62)
H (0.29, -3.23, 1.97)
H (-0.01, -0.52, 1.23)
H (0.60, -1.02, 2.84)
H (-0.44, -0.07, 4.90)
H (-1.69, 1.78, 5.95)
H (-2.85, 3.44, 4.50)
H (-2.73, 3.25, 2.06)
C (-3.39, -2.42, -1.97)
S (-1.96, -1.50, -1.44)
C (-1.07, -1.52, -2.98)
O (-2.52, -0.11, -1.23)
H (-3.82, -1.96, -2.86)
H (-4.12, -2.38, -1.16)
H (-3.11, -3.45, -2.17)
H (-0.99, -2.55, -3.33)
H (-0.09, -1.09, -2.81)
H (-1.64, -0.91, -3.69)
I (-2.72, 3.51, -1.12)
O (0.23, 0.09, -0.69)
C (1.52, 0.45, -1.09)
C (2.31, -0.84, -1.28)
C (2.67, -1.46, -2.44)
C (3.24, -2.75, -2.23)
C (3.33, -3.07, -0.92)
S (2.72, -1.82, 0.08)
C (1.50, 1.26, -2.39)
C (0.39, 1.75, -3.01)
C (0.70, 2.61, -4.10)
C (2.03, 2.76, -4.28)
S (2.93, 1.89, -3.11)
C (2.20, 1.35, -0.07)
C (3.47, 1.38, 0.40)
C (3.73, 2.52, 1.22)
C (2.64, 3.33, 1.35)
S (1.31, 2.70, 0.48)
H (2.52, -1.02, -3.41)
H (3.59, -3.39, -3.03)
H (3.75, -3.96, -0.48)
H (-0.61, 1.53, -2.68)
H (-0.05, 3.09, -4.71)
H (2.54, 3.35, -5.03)
H (4.22, 0.64, 0.15)
H (4.68, 2.72, 1.69)
H (2.54, 4.23, 1.92)

***

A structure of composition C3H4N2O. Source: the OMol25 dataset; level of theory: wB97M-V/def2-TZVPD.

As for the HOMO energy: -9.7 eV. As for the molecular weight: 84.078 u. The value obtained for the frontier orbital gap is 10.19 eV. As for the energy: -8198.8184 eV.

Atoms and positions in Å:
C (0.08, -1.09, 0.01)
C (-0.18, -0.71, -1.23)
C (1.07, 1.76, -0.71)
N (0.20, 0.01, 0.80)
N (-0.03, 0.94, -0.36)
O (1.28, 2.18, -1.81)
H (-0.07, -2.06, 0.58)
H (-0.08, -0.97, -2.31)
H (1.80, 1.90, 0.07)
H (-0.45, 0.01, 1.50)

***

A cluster of 2 separate species, C2H8N2S2 in total. Source: the OMol25 dataset; level of theory: wB97M-V/def2-TZVPD.

As for the HOMO energy: -8.2 eV. As for the molecular weight: 124.234 u. The value obtained for the frontier orbital gap is 8.71 eV. As for the energy: -26852.8411 eV.

Atoms and positions in Å:
H (-3.40, -0.41, -2.06)
N (-2.44, -0.07, -1.84)
C (-2.28, 0.33, -0.66)
N (-3.19, 0.13, 0.38)
H (-1.36, 0.91, -0.52)
H (-3.94, -0.46, 0.34)
H (-2.59, -0.22, 1.14)
C (2.23, 1.70, 0.68)
S (2.26, -0.21, -0.07)
S (0.51, -0.83, 0.64)
H (2.55, 2.36, -0.09)
H (1.16, 1.89, 0.98)
H (2.92, 1.70, 1.49)
H (0.13, -1.72, -0.27)

***

A structure of composition C18H35I2O6S. Source: the OMol25 dataset; level of theory: wB97M-V/def2-TZVPD.

The net charge is +1. As for the HOMO energy: -11.0 eV. As for the molecular weight: 633.347 u. The value obtained for the frontier orbital gap is 6.78 eV. As for the energy: -58533.4481 eV.

Atoms and positions in Å:
C (4.49, -0.97, 1.28)
C (4.41, 0.66, 1.19)
I (5.05, 1.41, 3.19)
C (2.89, 1.26, 0.98)
I (3.01, 3.39, 1.65)
S (2.32, 1.32, -0.80)
C (0.89, 2.56, -1.03)
C (-0.21, 2.31, 0.15)
C (-1.75, 2.80, -0.25)
C (-2.68, 1.42, -0.13)
C (-3.22, 0.99, 1.36)
C (-4.09, -0.40, 1.47)
C (-4.37, -1.25, 0.09)
C (-3.84, -0.82, -1.40)
C (-2.95, 0.58, -1.52)
C (3.72, 2.01, -1.85)
C (4.28, 0.88, -2.90)
O (5.56, 0.99, -3.30)
O (3.47, -0.23, -3.44)
H (3.70, -1.47, 2.00)
H (5.55, -1.22, 1.77)
H (4.53, -1.50, 0.21)
H (5.19, 1.05, 0.42)
H (2.16, 0.65, 1.69)
H (1.26, 3.68, -0.97)
H (0.37, 2.30, -2.05)
H (-0.21, 1.14, 0.37)
H (0.03, 2.83, 1.17)
H (-2.15, 3.63, 0.50)
H (-1.79, 3.28, -1.32)
H (-2.94, 1.64, 2.31)
H (-4.48, -0.76, 2.54)
H (-4.99, -2.25, 0.19)
H (-3.99, -1.42, -2.40)
H (-2.50, 0.98, -2.54)
H (4.55, 2.44, -1.14)
H (3.30, 2.92, -2.47)
H (3.86, -1.05, -3.01)
C (4.76, -2.05, 6.22)
O (4.62, -2.44, 4.86)
H (4.88, -2.94, 6.83)
H (5.64, -1.41, 6.33)
H (3.86, -1.51, 6.53)
H (4.52, -1.62, 4.34)
C (-2.55, -3.86, 2.11)
O (-2.13, -2.51, 2.02)
H (-2.41, -4.21, 3.14)
H (-3.61, -3.93, 1.84)
H (-1.95, -4.48, 1.43)
H (-2.27, -2.23, 1.10)
C (-6.28, 1.47, -3.46)
O (-5.34, 2.12, -2.63)
H (-6.29, 1.95, -4.44)
H (-6.00, 0.42, -3.58)
H (-7.27, 1.54, -3.01)
H (-5.35, 1.67, -1.77)
C (-0.83, -2.09, -3.66)
O (-0.76, -2.11, -2.24)
H (-0.43, -3.04, -4.04)
H (-1.87, -1.98, -3.97)
H (-0.23, -1.26, -4.04)
H (-1.12, -1.26, -1.93)